No. 1
{
  "formula": "C3H8O3S",
  "method": "ωB97M-V/def2-TZVPD",
  "spin_multiplicity": 2,
  "charge": 1,
  "e_homo_ha": [-0.51531, -0.51531],
  "s_squared": 0.75,
  "homo_lumo_gap_ev": [9.49, 4.42],
  "lumo_energy_ha": [-0.1665, -0.3528],
  "max_force_ha_per_bohr": 0.0329,
  "species": ["O", "C", "O", "C", "C", "S", "H", "H", "H", "H", "H", "H", "H", "H", "O"],
  "coordinates": [[0.210, 1.302, -3.591], [0.354, 0.363, -2.870], [1.373, -0.504, -2.927], [-0.604, 0.033, -1.749], [0.096, -0.101, -0.376], [-0.099, 1.385, 0.607], [1.953, -0.323, -3.685], [-1.361, 0.822, -1.774], [-1.115, -0.912, -1.930], [1.167, -0.240, -0.535], [-0.320, -0.911, 0.194], [0.870, 1.098, 1.505], [-0.095, -0.420, 5.861], [-1.449, -0.859, 5.219], [-0.982, -0.732, 6.052]]
}

=====

No. 2
{
  "formula": "C2H7NO",
  "method": "ωB97M-V/def2-TZVPD",
  "charge": 0,
  "smiles": "C=NC.O",
  "e_homo_ha": -0.35244,
  "homo_lumo_gap_ev": 10.54,
  "lumo_energy_ha": 0.0349,
  "max_force_ha_per_bohr": 0.0527,
  "species": ["C", "N", "C", "H", "H", "H", "H", "H", "O", "H", "H"],
  "coordinates": [[-1.411, 0.694, 1.678], [-1.305, 0.365, 0.415], [-0.741, -1.004, -0.105], [-1.913, 1.720, 1.947], [-0.934, 0.153, 2.550], [-1.524, -1.809, -0.224], [-0.459, -0.731, -1.221], [-0.047, -1.638, 0.485], [2.881, 0.499, -1.556], [3.213, 0.493, -2.448], [2.241, 1.258, -1.521]]
}

=====

No. 3
{
  "formula": "C16H34CdNO11",
  "method": "ωB97M-V/def2-TZVPD",
  "charge": -1,
  "e_homo_ha": -0.10974,
  "homo_lumo_gap_ev": 3.54,
  "lumo_energy_ha": 0.0203,
  "max_force_ha_per_bohr": 0.1601,
  "species": ["O", "H", "H", "H", "Cd", "C", "C", "C", "O", "C", "C", "C", "O", "O", "O", "H", "H", "C", "C", "O", "H", "H", "H", "H", "H", "C", "C", "O", "H", "H", "H", "H", "H", "O", "H", "H", "O", "H", "H", "C", "O", "C", "C", "N", "C", "C", "O", "C", "H", "H", "H", "H", "H", "H", "H", "H", "H", "H", "H", "H", "H", "H", "H"],
  "coordinates": [[-0.709, -0.766, -0.170], [-0.228, -0.088, 0.310], [-1.208, -0.423, -0.914], [-1.313, -1.213, 0.428], [0.706, -0.231, 3.035], [0.727, -4.322, 3.325], [1.414, -5.275, 3.950], [2.909, -5.453, 3.668], [3.681, -6.320, 4.291], [3.520, -4.751, 2.631], [2.756, -3.788, 1.795], [1.304, -3.415, 2.332], [0.808, -2.327, 2.022], [3.235, -3.311, 0.728], [0.849, -5.890, 4.910], [-0.253, -3.916, 3.524], [4.571, -4.784, 2.388], [-2.155, 2.151, 3.278], [-2.110, 1.146, 2.121], [-1.316, -0.027, 2.387], [-1.459, 2.938, 2.987], [-1.727, 1.703, 4.175], [-3.171, 2.499, 3.467], [-1.809, 1.656, 1.207], [-3.118, 0.865, 1.814], [1.646, 3.187, 1.073], [1.538, 1.759, 0.421], [1.543, 0.637, 1.252], [1.909, 3.999, 0.395], [2.397, 3.284, 1.857], [0.666, 3.411, 1.493], [2.264, 1.685, -0.389], [0.606, 1.758, -0.145], [-2.192, -2.839, 1.077], [-1.328, -3.046, 1.433], [-2.687, -2.508, 1.826], [-2.255, 0.066, -2.166], [-1.607, 0.704, -2.466], [-2.775, -0.133, -2.945], [1.158, -2.507, -2.155], [0.546, -1.321, -2.732], [1.466, -0.401, -3.295], [0.684, 0.834, -3.865], [-0.105, 1.616, -2.921], [-0.961, 2.576, -3.647], [-1.340, 3.639, -2.606], [-2.346, 3.083, -1.839], [-2.551, 3.717, -0.666], [0.481, -3.329, -1.923], [1.740, -2.256, -1.268], [1.832, -2.895, -2.918], [2.086, -0.789, -4.103], [2.253, -0.075, -2.615], [-0.002, 0.482, -4.635], [1.433, 1.468, -4.338], [0.294, 1.960, -2.059], [-1.830, 2.155, -4.153], [-0.360, 3.052, -4.421], [-1.809, 4.487, -3.105], [-0.460, 4.070, -2.128], [-1.698, 3.675, 0.011], [-3.424, 3.371, -0.112], [-2.716, 4.767, -0.909]]
}

=====

No. 4
{
  "formula": "C6H17InNO3",
  "method": "ωB97M-V/def2-TZVPD",
  "spin_multiplicity": 2,
  "charge": 2,
  "e_homo_ha": [-0.61562, -0.61351],
  "s_squared": 0.76,
  "homo_lumo_gap_ev": [9.06, 4.02],
  "lumo_energy_ha": [-0.2825, -0.4657],
  "max_force_ha_per_bohr": 0.0475,
  "species": ["In", "C", "C", "C", "O", "C", "N", "H", "H", "H", "H", "H", "H", "H", "H", "H", "H", "H", "C", "C", "O", "O", "H", "H", "H", "H", "H", "H"],
  "coordinates": [[16.860, -20.140, 23.033], [20.776, -23.525, 21.977], [19.403, -22.852, 21.968], [18.141, -23.717, 22.211], [16.891, -23.013, 22.310], [15.823, -23.939, 22.605], [19.387, -21.897, 23.065], [20.978, -24.284, 21.221], [20.911, -24.088, 22.900], [21.553, -22.761, 21.972], [19.484, -22.310, 21.026], [18.232, -24.199, 23.184], [18.199, -24.649, 21.648], [16.076, -24.746, 23.294], [15.271, -24.343, 21.757], [15.091, -23.317, 23.121], [20.315, -21.509, 23.156], [19.567, -22.503, 23.853], [15.382, -17.019, 20.944], [15.131, -16.708, 22.420], [15.038, -17.857, 23.201], [16.397, -18.005, 20.903], [15.835, -16.162, 20.446], [14.432, -17.164, 20.430], [14.184, -16.180, 22.528], [15.948, -16.106, 22.819], [14.660, -17.592, 24.043], [16.923, -17.820, 20.122]]
}

=====

No. 5
{
  "formula": "C38H60BClF9N2O12S2",
  "method": "ωB97M-V/def2-TZVPD",
  "charge": 1,
  "e_homo_ha": -0.39358,
  "homo_lumo_gap_ev": 7.01,
  "lumo_energy_ha": -0.1360,
  "max_force_ha_per_bohr": 0.0504,
  "species": ["C", "C", "S", "C", "C", "C", "C", "C", "O", "N", "C", "C", "C", "C", "C", "C", "C", "C", "O", "C", "N", "B", "O", "C", "C", "C", "C", "C", "O", "Cl", "C", "S", "O", "O", "C", "F", "F", "C", "F", "F", "C", "F", "F", "C", "F", "F", "F", "H", "H", "H", "H", "H", "H", "H", "H", "H", "H", "H", "H", "H", "H", "H", "H", "H", "H", "H", "H", "H", "H", "H", "H", "H", "H", "H", "H", "H", "H", "H", "H", "H", "H", "H", "H", "O", "C", "O", "C", "C", "C", "H", "H", "H", "H", "H", "H", "H", "H", "O", "C", "O", "C", "C", "C", "H", "H", "H", "H", "H", "H", "H", "H", "O", "C", "O", "C", "C", "C", "H", "H", "H", "H", "H", "H", "H", "H"],
  "coordinates": [[4.447, -6.218, 0.393], [4.358, -4.700, 0.031], [4.485, -3.674, 1.530], [2.913, -2.771, 1.775], [2.005, -2.711, 0.578], [2.094, -1.609, -0.264], [3.069, -0.491, -0.005], [4.459, -0.628, -0.673], [5.134, 0.383, -0.706], [4.912, -1.861, -1.214], [4.241, -2.171, -2.516], [6.346, -1.707, -1.537], [1.249, -1.560, -1.330], [1.304, -0.413, -2.273], [0.306, 0.740, -1.891], [-0.272, 0.649, -0.470], [-0.732, 2.061, 0.003], [-0.275, 2.234, 1.446], [1.154, 2.203, 1.490], [1.655, 2.732, 2.698], [0.349, -2.507, -1.542], [-0.581, -2.321, -2.770], [-1.689, -1.553, -2.568], [-0.332, -2.959, -4.168], [1.160, -3.214, -4.565], [0.242, -3.568, -0.750], [-0.827, -4.588, -1.059], [-0.447, -5.573, -2.163], [-1.284, -6.100, -2.856], [1.268, -5.963, -2.414], [1.073, -3.709, 0.308], [0.954, -5.161, 1.359], [2.090, -5.348, 2.189], [0.716, -6.311, 0.547], [-0.479, -4.841, 2.516], [-1.279, -3.919, 1.959], [0.083, -4.274, 3.581], [-1.216, -6.113, 3.037], [-1.727, -5.818, 4.236], [-0.291, -7.052, 3.204], [-2.384, -6.611, 2.176], [-1.970, -7.002, 0.959], [-3.270, -5.634, 1.960], [-3.182, -7.825, 2.813], [-4.284, -7.322, 3.385], [-2.501, -8.445, 3.762], [-3.578, -8.652, 1.874], [3.714, -6.774, -0.184], [4.276, -6.314, 1.457], [5.463, -6.549, 0.199], [3.502, -4.466, -0.597], [5.238, -4.456, -0.554], [3.165, -1.785, 2.139], [2.344, -3.238, 2.576], [3.176, -0.293, 1.053], [2.671, 0.425, -0.422], [3.353, -2.759, -2.299], [4.923, -2.766, -3.107], [3.981, -1.245, -3.028], [6.499, -1.018, -2.368], [6.926, -1.404, -0.673], [6.740, -2.667, -1.869], [2.286, 0.034, -2.291], [1.149, -0.725, -3.311], [-0.472, 0.818, -2.645], [0.854, 1.678, -1.950], [0.452, 0.324, 0.270], [-1.163, 0.023, -0.517], [-1.805, 2.129, -0.100], [-0.251, 2.858, -0.566], [-0.708, 1.485, 2.112], [-0.587, 3.223, 1.758], [0.864, 3.118, 3.340], [2.344, 3.555, 2.500], [2.207, 1.977, 3.260], [-2.253, -1.948, -1.889], [-0.791, -2.298, -4.903], [-0.860, -3.908, -4.271], [1.830, -2.827, -3.805], [1.349, -2.709, -5.509], [1.355, -4.257, -4.765], [-1.027, -5.212, -0.201], [-1.788, -4.123, -1.270], [-1.033, -0.342, 2.593], [-1.761, -0.587, 3.522], [-1.980, 0.351, 4.446], [-2.950, 0.222, 5.494], [-2.394, -0.538, 6.680], [-2.352, -1.966, 3.688], [-3.874, -0.216, 5.113], [-3.190, 1.240, 5.793], [-2.123, -1.560, 6.413], [-3.127, -0.577, 7.486], [-1.491, -0.052, 7.049], [-1.608, -2.607, 4.151], [-2.594, -2.340, 2.704], [-3.269, -2.000, 4.272], [-2.640, 3.812, 1.283], [-3.192, 4.512, 0.473], [-2.799, 5.780, 0.333], [-3.271, 6.652, -0.707], [-4.585, 7.302, -0.323], [-4.371, 4.005, -0.326], [-3.325, 6.126, -1.660], [-2.509, 7.411, -0.820], [-5.377, 6.566, -0.178], [-4.904, 8.002, -1.096], [-4.477, 7.843, 0.618], [-5.268, 4.084, 0.285], [-4.196, 2.958, -0.566], [-4.527, 4.526, -1.267], [-1.109, 7.755, -2.456], [-0.887, 8.831, -2.947], [0.012, 9.637, -2.368], [0.474, 10.861, -2.952], [-0.460, 12.013, -2.650], [-1.661, 9.319, -4.150], [0.651, 10.736, -4.021], [1.445, 11.049, -2.497], [-1.451, 11.851, -3.074], [-0.062, 12.944, -3.054], [-0.586, 12.124, -1.573], [-2.615, 9.723, -3.813], [-1.844, 8.471, -4.804], [-1.141, 10.070, -4.739]]
}

=====

No. 6
{
  "formula": "C4H8N4",
  "method": "ωB97M-V/def2-TZVPD",
  "charge": 0,
  "smiles": "[H]/N=C\\N=C(\\C)N/C=N\\[H]",
  "e_homo_ha": -0.33774,
  "homo_lumo_gap_ev": 9.38,
  "lumo_energy_ha": 0.0070,
  "max_force_ha_per_bohr": 0.1269,
  "species": ["H", "N", "C", "N", "C", "C", "N", "C", "N", "H", "H", "H", "H", "H", "H", "H"],
  "coordinates": [[0.517, 1.772, -2.064], [-0.213, 1.350, -2.537], [-0.413, 0.024, -2.320], [0.276, -0.867, -1.439], [0.381, -0.589, -0.114], [1.309, -1.540, 0.765], [-0.344, 0.365, 0.535], [-0.407, 0.818, 1.822], [-1.460, 1.734, 1.938], [-2.065, 1.601, 0.856], [-1.283, -0.444, -2.704], [1.927, -1.106, 1.439], [0.549, -2.228, 1.203], [1.851, -2.365, 0.117], [-0.910, 1.011, -0.138], [0.286, 0.464, 2.641]]
}

=====

No. 7
{
  "formula": "C26H34N3O2",
  "method": "ωB97M-V/def2-TZVPD",
  "charge": 1,
  "e_homo_ha": -0.42870,
  "homo_lumo_gap_ev": 8.24,
  "lumo_energy_ha": -0.1257,
  "max_force_ha_per_bohr": 0.0054,
  "species": ["C", "C", "C", "C", "C", "C", "C", "C", "N", "C", "N", "C", "C", "C", "N", "H", "H", "H", "H", "H", "H", "H", "H", "H", "H", "H", "H", "H", "H", "H", "H", "H", "H", "H", "H", "H", "H", "H", "H", "H", "H", "C", "C", "C", "C", "C", "C", "C", "O", "C", "C", "C", "C", "C", "C", "C", "O", "H", "H", "H", "H", "H", "H", "H", "H"],
  "coordinates": [[-5.083, 1.246, -1.337], [-4.366, 0.237, -2.240], [-4.444, 0.561, -3.737], [-3.781, 1.876, -4.180], [-2.319, 1.716, -4.604], [-1.348, 1.626, -3.404], [-0.474, 0.354, -3.378], [0.939, 0.651, -3.739], [1.795, 0.001, -3.056], [3.273, 0.131, -3.134], [3.789, 0.301, -1.824], [3.647, 1.637, -1.238], [1.135, -0.942, -2.123], [-0.276, -0.360, -2.009], [-0.254, 0.616, -0.931], [-5.116, 2.242, -1.779], [-6.114, 0.941, -1.155], [-4.593, 1.344, -0.367], [-4.828, -0.744, -2.098], [-3.324, 0.108, -1.927], [-5.499, 0.576, -4.020], [-3.985, -0.261, -4.294], [-3.819, 2.613, -3.372], [-4.344, 2.308, -5.008], [-2.231, 0.818, -5.224], [-2.032, 2.555, -5.240], [-0.699, 2.504, -3.399], [-1.920, 1.675, -2.481], [-0.850, -0.354, -4.128], [1.257, 1.360, -4.498], [3.656, -0.787, -3.577], [3.453, 0.972, -3.815], [4.722, -0.069, -1.743], [3.253, 2.346, -1.973], [4.610, 2.016, -0.899], [2.957, 1.628, -0.393], [1.144, -1.930, -2.587], [1.685, -0.968, -1.185], [-0.986, -1.181, -1.874], [0.042, 0.164, -0.070], [-1.179, 0.973, -0.731], [4.067, 0.073, 2.330], [4.818, -0.434, 3.386], [4.188, -1.060, 4.447], [2.804, -1.180, 4.461], [2.048, -0.668, 3.406], [2.688, -0.044, 2.340], [0.560, -0.765, 3.406], [-0.091, -0.343, 2.469], [-0.094, -1.392, 4.583], [-1.483, -1.451, 4.632], [-2.112, -2.040, 5.715], [-1.359, -2.578, 6.752], [0.025, -2.522, 6.711], [0.662, -1.926, 5.630], [2.151, -1.864, 5.618], [2.812, -2.345, 6.510], [4.562, 0.566, 1.504], [5.896, -0.336, 3.380], [4.752, -1.462, 5.278], [2.086, 0.356, 1.535], [-2.053, -1.029, 3.816], [-3.193, -2.081, 5.755], [-1.853, -3.040, 7.596], [0.628, -2.933, 7.508]]
}

=====

No. 8
{
  "formula": "C20H27N3O6S",
  "method": "ωB97M-V/def2-TZVPD",
  "charge": 0,
  "smiles": "CCOC(=O)c1c(C)[nH]c(C)c1S(=O)(=O)N(C)CC(=O)Nc1cc(C)ccc1OC",
  "e_homo_ha": -0.29571,
  "homo_lumo_gap_ev": 8.69,
  "lumo_energy_ha": 0.0237,
  "max_force_ha_per_bohr": 0.0175,
  "species": ["C", "C", "O", "C", "O", "C", "C", "C", "N", "C", "C", "C", "S", "O", "O", "N", "C", "C", "C", "O", "N", "C", "C", "C", "C", "C", "C", "C", "O", "C", "H", "H", "H", "H", "H", "H", "H", "H", "H", "H", "H", "H", "H", "H", "H", "H", "H", "H", "H", "H", "H", "H", "H", "H", "H", "H", "H"],
  "coordinates": [[3.671, -1.452, -0.152], [2.881, -1.853, -1.391], [2.012, -0.805, -1.812], [0.787, -0.775, -1.259], [0.411, -1.585, -0.446], [0.023, 0.378, -1.736], [0.548, 1.628, -2.008], [1.942, 2.134, -1.932], [-0.487, 2.434, -2.361], [-1.668, 1.750, -2.335], [-2.953, 2.399, -2.689], [-1.385, 0.467, -1.941], [-2.587, -0.830, -1.779], [-1.942, -2.096, -1.938], [-3.677, -0.524, -2.668], [-3.219, -0.785, -0.237], [-4.181, 0.252, 0.050], [-2.304, -1.163, 0.804], [-1.306, -0.067, 1.182], [-1.413, 1.085, 0.808], [-0.317, -0.526, 1.987], [0.902, 0.083, 2.293], [1.259, 1.349, 1.857], [2.505, 1.886, 2.159], [2.886, 3.254, 1.675], [3.392, 1.133, 2.911], [3.052, -0.134, 3.359], [1.812, -0.672, 3.058], [1.378, -1.916, 3.441], [2.278, -2.756, 4.120], [4.346, -2.256, 0.127], [4.251, -0.553, -0.346], [2.991, -1.254, 0.673], [3.546, -2.034, -2.239], [2.284, -2.748, -1.188], [2.466, 1.660, -1.106], [2.484, 1.901, -2.848], [1.948, 3.212, -1.786], [-0.400, 3.411, -2.592], [-2.822, 3.063, -3.543], [-3.331, 2.986, -1.852], [-3.677, 1.629, -2.937], [-4.849, -0.093, 0.842], [-3.706, 1.187, 0.356], [-4.754, 0.406, -0.860], [-1.744, -2.016, 0.414], [-2.872, -1.469, 1.691], [-0.323, -1.513, 2.210], [0.552, 1.910, 1.270], [3.198, 3.878, 2.511], [3.720, 3.194, 0.977], [2.047, 3.732, 1.177], [4.364, 1.535, 3.156], [3.767, -0.693, 3.942], [2.565, -2.338, 5.089], [1.744, -3.692, 4.277], [3.176, -2.947, 3.524]]
}